Entry from the OMol25 dataset: a structure of composition C15H40FFeO5 (ωB97M-V with the def2-TZVPD basis set).

XYZ file:
```
62
C15H40FFeO5 ωB97M-V with the def2-TZVPD basis set
Fe -0.0530 -2.5852 1.2112
F -0.1947 -0.7308 0.4216
C 1.5051 0.2594 -2.8811
C 1.9360 1.6911 -3.0819
C 0.7152 2.6674 -2.8840
O 2.9049 2.1510 -2.1504
H 0.5656 0.0458 -3.3909
H 1.4578 0.0250 -1.8176
H 2.2701 -0.4048 -3.2832
H 2.2285 1.9342 -4.1034
H 0.1512 2.5222 -1.9627
H -0.0093 2.4753 -3.6754
H 1.1558 3.6551 -3.0191
H 2.6043 1.9138 -1.2701
C -3.4555 -4.9043 -0.1610
C -2.2648 -4.0589 -0.5818
C -2.2932 -3.3533 -1.9137
O -2.0222 -3.0783 0.4058
H -3.6492 -5.7423 -0.8306
H -4.3711 -4.3139 -0.1282
H -3.2341 -5.2795 0.8381
H -1.4062 -4.7097 -0.7471
H -1.2780 -3.1094 -2.2268
H -2.8521 -2.4178 -1.8885
H -2.6916 -3.9384 -2.7426
H -2.8419 -2.5799 0.4421
C 0.1150 2.2655 2.3885
C 1.2638 2.6933 1.3925
C 2.4958 3.1347 2.1822
O 1.5767 1.6792 0.4090
H 0.3811 1.3396 2.8984
H -0.8302 2.0473 1.8915
H -0.2002 2.9635 3.1640
H 0.8247 3.5617 0.9013
H 2.2663 3.7575 3.0469
H 3.1039 3.8085 1.5787
H 3.0859 2.2685 2.4815
H 0.9579 0.9478 0.4684
C 2.6682 -1.1260 3.9309
C 2.2899 -1.1268 2.4524
C 3.5205 -0.9720 1.5795
O 1.8136 -2.4471 2.1702
H 1.8786 -1.5340 4.5619
H 2.8540 -0.0857 4.1979
H 3.5616 -1.6661 4.2444
H 1.6264 -0.2792 2.2802
H 3.9708 0.0111 1.7166
H 3.3483 -1.0564 0.5064
H 4.3039 -1.7143 1.7323
H 2.5053 -2.9714 2.5805
C -2.3848 0.6088 -2.0030
C -2.5260 1.5517 -0.8187
C -3.7981 2.3473 -0.8328
O -2.4824 0.6827 0.2981
H -2.4160 1.1925 -2.9230
H -3.2138 -0.0980 -1.9680
H -1.4601 0.0346 -2.0591
H -1.7273 2.2924 -0.7804
H -4.6617 1.6883 -0.9222
H -3.9438 2.9933 -1.6986
H -3.9546 2.9338 0.0725
H -1.6904 0.1401 0.3004
```

Gap between HOMO and LUMO (spin up / spin down): 6.6 / 2.4 eV
2S+1: 6
Energy above the lowest of the compared OMol25 structures with the same formula, charge and spin: 36.5 kcal per mole
Net charge: +2
⟨S²⟩: 8.76
E_HOMO (spin up / spin down): -14.09 / -13.99 eV
LUMO (spin up / spin down): -0.2756 / -0.4255 Eh